The following is a quantum chemistry calculation of 3 unconnected molecules or ions with the total composition C15H25F9N3O7S2 in a non-equilibrium geometry, from OMol25.

Geometry (Å):
C: 1.7637 1.8765 -0.7022
C: 1.4022 1.4255 -2.2305
O: 2.2572 0.2472 -2.5999
C: -0.1585 1.2609 -2.6116
S: -1.3283 0.5578 -1.3545
O: -1.2612 1.2407 0.0687
O: -2.7576 1.0244 -1.8638
N: -1.4639 -1.1757 -1.3009
S: -0.2249 -1.9871 -0.4249
O: 1.1278 -2.1892 -1.2055
O: -0.7455 -3.4618 -0.1914
C: 0.1943 -1.3348 1.2731
C: -1.0622 -1.2417 2.3233
C: -0.6266 -0.8811 3.8669
F: 0.4958 -1.7538 4.2786
F: -1.7959 -1.2708 4.7359
C: -0.3827 0.7281 4.1453
F: -1.7193 1.2571 4.6092
F: -0.0963 1.4582 2.8647
C: 0.8419 1.0622 5.1815
F: 2.1869 0.6192 4.6605
F: 0.6119 0.2539 6.4364
C: 1.0107 2.6425 5.5802
F: 2.3915 3.0814 5.1508
F: 1.0048 2.8201 7.0744
F: 0.0710 3.5679 4.9056
H: 2.7477 2.5502 -0.7674
H: 2.0463 0.9929 0.0268
H: 0.9446 2.6025 -0.2253
H: 1.8272 2.3010 -2.9253
H: 1.6143 -0.3988 -3.0420
H: -0.5738 2.3367 -2.9183
H: -0.2252 0.6204 -3.6164
H: 0.6598 -0.2699 1.1372
H: 1.0459 -2.0103 1.7542
H: -1.9138 -0.5122 1.9887
H: -1.5573 -2.3269 2.3721
C: -0.7344 -6.3896 -1.1848
C: -0.9487 -7.8005 -0.7132
O: -2.0390 -8.3606 -0.8044
N: 0.1101 -8.4658 -0.1693
C: 1.4598 -7.9922 0.0263
H: -1.6700 -5.9956 -1.5923
H: -0.4292 -5.7569 -0.3474
H: 0.0215 -6.3692 -1.9741
H: -0.1159 -9.4090 0.1231
H: 2.1339 -8.6567 -0.5196
H: 1.6871 -8.0495 1.0936
H: 1.5968 -6.9678 -0.3214
C: -0.8849 5.4020 -2.0287
C: -0.7591 5.1298 -3.5014
O: -0.7080 3.9874 -3.9520
N: -0.7009 6.1950 -4.3508
C: -0.7445 7.6012 -4.0271
H: -0.9190 4.4537 -1.4846
H: -0.0200 5.9705 -1.6775
H: -1.8093 5.9494 -1.8266
H: -0.6166 5.9279 -5.3243
H: -1.6001 8.0413 -4.5452
H: 0.1743 8.0624 -4.3973
H: -0.8360 7.7797 -2.9551

The value obtained for the gap between HOMO and LUMO is 7.83 eV. The calculation puts the total energy at -80883.957 eV. The max |F| comes out at 7.8 eV/A. The net charge is -1.

---

The following is a quantum chemistry calculation of C10H5ClF2O in the gas phase in a non-equilibrium geometry, from OMol25.

Geometry (Å):
C: -3.0473 0.2855 0.0203
C: -2.2575 1.4292 -0.0606
C: -2.4563 -0.9720 0.0747
C: -0.8869 1.3256 -0.0744
C: -1.0876 -1.1010 0.0552
C: -0.2711 0.0550 -0.0078
C: 1.1044 -0.0841 0.0143
C: 2.6144 1.0477 0.0063
C: 3.3656 -0.1734 -0.0329
C: 2.1429 -1.1520 0.0057
O: 4.5466 -0.4049 -0.0927
F: 2.0568 -2.0007 -1.0668
F: 2.1210 -1.9739 1.0987
Cl: 2.8708 2.6670 0.0521
H: -4.1228 0.3733 0.0370
H: -2.7283 2.4004 -0.1127
H: -3.0801 -1.8517 0.1334
H: -0.2631 2.2027 -0.1427
H: -0.6216 -2.0729 0.0930

The energy above the lowest of the compared OMol25 structures with the same formula, charge and spin is 0.0 kcal per mole. The value obtained for the gap between HOMO and LUMO (spin up / spin down) is 7.49 / 6.51 eV. The calculation puts the total energy at -30451.969 eV. The structure (SMILES) is O=C1C(Cl)=C(c2ccccc2)C1(F)F. The max |F| comes out at 7.1 eV/A.

---

The following is a quantum chemistry calculation of a molecular structure, C19H40P2Zr in a non-equilibrium geometry, from OMol25.

Geometry (Å):
P: -0.3056 -2.0832 -2.3765
P: 0.2587 1.9149 -2.2804
C: -0.5528 -0.6627 -3.5142
C: 0.4200 0.5552 -3.5081
H: -1.6068 -0.3408 -3.4724
H: -0.4434 -1.1337 -4.5075
H: 1.4734 0.2273 -3.5449
H: 0.2526 1.0820 -4.4617
C: -1.3067 2.7092 -2.7277
H: -1.6103 3.4156 -1.9459
H: -2.1172 1.9842 -2.8820
H: -1.1312 3.2602 -3.6585
C: 1.5363 3.0593 -2.8281
H: 1.1893 3.5184 -3.7637
H: 2.4724 2.5145 -2.9980
H: 1.6875 3.8377 -2.0684
C: -1.5295 -3.2696 -2.9604
H: -1.5977 -4.1063 -2.2475
H: -1.2034 -3.6475 -3.9374
H: -2.5078 -2.7824 -3.0512
C: 1.2901 -2.7874 -2.8586
H: 2.0726 -2.0280 -2.9828
H: 1.1412 -3.3015 -3.8149
H: 1.6240 -3.5186 -2.1132
Zr: 0.0705 -0.2736 1.9702
C: 0.3789 1.9668 -0.5059
C: -1.0147 1.5919 -0.1245
C: -1.5819 0.3201 -0.6253
C: -1.5145 -1.1038 0.0833
C: -0.4959 -2.1418 -0.6220
C: 0.9024 -1.7806 -0.1938
C: 1.4986 -0.4888 -0.6389
C: 1.4128 0.8820 0.1434
C: 0.8021 -1.9439 3.1349
H: 0.7116 2.9825 -0.2145
H: -1.6549 2.3037 0.3919
H: -1.1331 0.1233 -1.6206
H: -2.6449 0.4946 -0.9246
H: -1.5334 -1.1440 1.2643
H: -2.5171 -1.5322 -0.0933
H: -0.8005 -3.1730 -0.3565
H: 1.5792 -2.5645 0.1501
H: 1.1099 -0.2543 -1.6559
H: 2.5678 -0.6665 -0.8992
H: 1.4686 0.8944 1.3317
H: 2.4120 1.3218 -0.0107
H: 1.8678 -1.7986 3.3873
H: 0.7278 -2.8763 2.5531
H: 0.2520 -2.0861 4.0787
C: -1.4639 0.5409 5.3786
C: -0.1877 1.2665 4.9601
C: 1.0565 0.6091 5.5512
C: -0.0973 1.4208 3.3932
H: -1.4772 -0.5078 5.0460
H: -2.3542 1.0303 4.9635
H: -1.5660 0.5332 6.4716
H: -0.2407 2.2834 5.3850
H: 1.1764 -0.4334 5.2236
H: 1.9688 1.1496 5.2693
H: 1.0015 0.5977 6.6496
H: 0.7801 2.0558 3.1712
H: -0.9731 1.9838 3.0378

The energy above the lowest of the compared OMol25 structures with the same formula, charge and spin is 53.4 kcal per mole. The value obtained for the gap between HOMO and LUMO is 5.34 eV. The calculation puts the total energy at -40186.727 eV. The max |F| comes out at 4.0 eV/A. The net charge is +2.

---

The following is a quantum chemistry calculation of a molecular structure, C36H30NOPPdS in a non-equilibrium geometry, from OMol25.

Geometry (Å):
Pd: 0.0125 -0.0784 -0.1397
O: 1.7647 -1.4032 -1.4633
C: 1.0522 -0.7088 -2.1015
C: 0.2651 -0.5930 -3.3254
C: 0.8419 -0.9017 -4.5550
C: 0.1484 -0.6028 -5.7181
C: -1.0976 0.0095 -5.6559
C: -1.6701 0.3163 -4.4278
C: -1.0016 0.0144 -3.2450
P: -1.7676 0.2922 -1.6346
C: -2.3213 -1.3226 -1.0492
C: -2.9390 -1.3920 0.2076
C: -3.4712 -2.5866 0.6569
C: -3.3765 -3.7276 -0.1318
C: -2.7586 -3.6732 -1.3761
C: -2.2380 -2.4757 -1.8395
C: -3.2425 1.2759 -1.8223
C: -4.5182 0.7100 -1.8014
C: -5.6208 1.5047 -2.0770
C: -5.4575 2.8530 -2.3625
C: -4.1903 3.4238 -2.3704
C: -3.0843 2.6388 -2.0985
H: 1.8225 -1.3572 -4.5937
H: 0.5824 -0.8533 -6.6769
H: -1.6296 0.2471 -6.5671
H: -2.6472 0.7809 -4.3870
H: -3.0327 -0.5007 0.8172
H: -3.9593 -2.6313 1.6216
H: -3.7931 -4.6626 0.2202
H: -2.6990 -4.5608 -1.9911
H: -1.7901 -2.4340 -2.8239
H: -4.6563 -0.3408 -1.5876
H: -6.6101 1.0678 -2.0719
H: -6.3234 3.4643 -2.5796
H: -4.0695 4.4771 -2.5842
H: -2.0957 3.0853 -2.1046
C: 1.7684 6.8888 -0.9570
C: 2.4913 5.5502 -1.1736
C: 1.9685 4.9055 -2.4548
C: 4.0010 5.7963 -1.3229
C: 2.2538 4.6665 0.0405
C: 2.7132 5.1497 1.3327
C: 2.5823 4.4490 2.5072
C: 1.9510 3.2125 2.4416
S: 1.6158 2.0951 3.6853
C: 0.8727 1.0318 2.5252
N: 0.8814 1.5160 1.2616
C: 1.4679 2.7038 1.1793
C: 1.6425 3.4555 -0.0184
C: 0.3658 -0.2466 2.8098
C: 0.3724 -0.7851 4.1267
C: 0.0390 -2.0957 4.3185
C: -0.2822 -2.8975 3.2067
C: -0.3440 -2.3780 1.9176
C: -0.0521 -1.0468 1.7063
H: 1.9360 7.5330 -1.8208
H: 2.1342 7.4239 -0.0796
H: 0.6916 6.7482 -0.8449
H: 2.1639 5.5706 -3.2953
H: 0.8889 4.7385 -2.4150
H: 2.4662 3.9563 -2.6672
H: 4.1776 6.4362 -2.1880
H: 4.5447 4.8627 -1.4776
H: 4.4296 6.3000 -0.4554
H: 3.1887 6.1208 1.3632
H: 2.9595 4.8483 3.4384
H: 1.2894 3.0360 -0.9503
H: 0.6498 -0.1693 4.9745
H: 0.0335 -2.5204 5.3121
H: -0.4887 -3.9496 3.3638
H: -0.6182 -3.0209 1.0908

The energy above the lowest of the compared OMol25 structures with the same formula, charge and spin is 0.0 kcal per mole. The value obtained for the gap between HOMO and LUMO (spin up / spin down) is 6.05 / 5.45 eV. The calculation puts the total energy at -64942.676 eV. The max |F| comes out at 1.4 eV/A. As for the spin multiplicity: 5. The net charge is +2.

---

Taking the records one at a time from the top gives M values of 594.5, 214.6, 421.7, 662.1 g/mol.